# C4H9I2N

A 3-piece molecular cluster, C4H9I2N overall (ωB97M-V with the def2-TZVPD basis set, the Open Molecules 2025 dataset).

```
16
Properties=species:S:1:pos:R:3:forces:R:3:lowdin_charge:R:1
H -0.8623 -2.4949 0.4886 1.563 1.318 1.872 0.114
N -0.1248 -1.8390 0.9469 -1.618 -0.961 -2.043 0.021
C -0.2270 -1.2540 2.0237 -0.254 -0.596 0.538 -0.794
I -1.4487 -1.5255 3.7745 -0.452 -0.216 -0.246 0.643
H 0.4618 -0.5146 2.3582 0.767 0.461 -0.146 -0.008
C -1.0390 0.1702 -2.4016 -1.498 3.600 3.195 -0.016
C -0.3119 0.9998 -1.5829 1.595 -4.137 -2.303 -0.276
C -0.5305 2.3161 -1.0353 -3.486 0.501 2.127 -0.138
H -0.5896 -0.7240 -2.6447 0.601 -1.808 -0.897 0.007
H -2.1503 0.3179 -2.4645 1.175 -0.164 -0.507 0.067
H 0.7425 0.5403 -1.5097 -1.321 1.215 0.320 0.114
H -0.0028 2.9861 -1.6192 1.022 1.720 -1.169 0.044
H -0.2222 2.4826 0.0130 0.163 -0.469 -0.437 0.079
H -1.6516 2.6181 -1.0272 1.732 -0.476 -0.316 0.113
I 3.5542 -2.6995 2.3321 -0.439 -0.653 0.001 0.413
H 4.4019 -1.3796 2.3480 0.448 0.665 0.010 -0.382
```
Positions in Å, forces in eV/Å.

Its SMILES is [H]/N=C\I.C=CC.I. The calculation puts the energy above the lowest of the compared OMol25 structures with the same formula, charge and spin at 26.1 kcal per mole. Its charge is 0. As for the orbital gap: 9.815 eV.